[1]
A structure of composition C5H11NO2, computed with wB97M-V/def2-TZVPD.

Computed properties:
Total charge: 0
E_LUMO (alpha / beta) in eV: -0.24 / -0.24
ΔE to the lowest compared entry with this formula, charge and spin in eV: 6.538
Highest occupied orbital energy (alpha / beta) in eV: -8.748 / -8.748
Orbital gap (alpha / beta) in eV: 8.5 / 8.5

Structure (XYZ):
```
19
Properties=species:S:1:pos:R:3:nbo_charge:R:1
C 1.5710 -0.3340 1.5215 -0.066
O 2.1771 -0.1295 0.3742 -0.651
H 1.2469 0.4050 -0.3198 0.354
H 1.7277 0.4051 2.3214 0.172
H 1.5355 -1.3722 1.8826 0.160
H 0.3652 -0.1315 1.2777 0.139
C -0.7234 -1.6155 -0.1340 -0.724
C 0.2361 1.0607 -0.7491 0.091
C -0.8142 -0.2469 0.4785 0.370
C -0.1174 0.8718 -2.0313 -0.462
O 0.2098 2.2605 -0.1081 -0.683
N -1.7512 0.3622 1.0253 -0.673
H -0.3757 2.8826 -0.5581 0.476
H -2.6517 -0.1171 1.0088 0.367
H -0.9689 -2.3652 0.6215 0.237
H -1.4391 -1.6915 -0.9537 0.240
H 0.2776 -1.8147 -0.5143 0.248
H -0.0570 -0.1134 -2.4702 0.208
H -0.4482 1.6836 -2.6729 0.196
```

***

[2]
A cluster of 9 separate species, C9H36O9 in total, computed with wB97M-V/def2-TZVPD.

Computed properties:
Total charge: 0
E_LUMO in eV: 0.37
ΔE to the lowest compared entry with this formula, charge and spin in eV: 6.980
Highest occupied orbital energy in eV: -10.250
SMILES: CO.CO.CO.CO.CO.CO.CO.CO.CO
Orbital gap in eV: 10.6

Structure (XYZ):
```
54
Properties=species:S:1:pos:R:3:nbo_charge:R:1
C -19.5300 36.7248 -23.3905 -0.241
O -20.1441 36.8560 -22.1489 -0.726
H -18.6192 37.3231 -23.3669 0.163
H -19.2116 35.6994 -23.5781 0.162
H -20.1676 37.0462 -24.2140 0.169
H -20.0941 36.0203 -21.6791 0.473
C -12.0261 36.3639 -14.1559 -0.248
O -11.5237 35.0079 -14.0530 -0.733
H -12.9880 36.3538 -14.6685 0.166
H -12.1377 36.7674 -13.1495 0.164
H -11.2987 36.9908 -14.6714 0.186
H -12.1255 34.4763 -13.5268 0.466
C -23.1659 28.7209 -21.7507 -0.261
O -23.4000 29.4467 -20.5377 -0.723
H -23.7675 27.8401 -21.9750 0.182
H -23.4258 29.3670 -22.5892 0.163
H -22.1686 28.2975 -21.8702 0.168
H -22.6173 29.9594 -20.3226 0.471
C -25.5066 38.4190 -12.8257 -0.248
O -24.2928 37.7524 -13.0937 -0.718
H -25.3599 39.0426 -11.9438 0.158
H -25.8927 39.0527 -13.6241 0.162
H -26.3269 37.7284 -12.6304 0.181
H -23.5923 38.4088 -13.0959 0.466
C -19.1407 27.3397 -16.5153 -0.244
O -18.2734 28.0506 -17.3887 -0.745
H -19.4760 26.4343 -17.0211 0.162
H -18.4625 27.1063 -15.6945 0.170
H -19.9994 27.9831 -16.3231 0.190
H -17.4719 27.5736 -17.6162 0.466
C -22.9131 35.3446 -7.8745 -0.257
O -22.8046 34.4678 -9.0253 -0.727
H -23.9076 35.5237 -7.4659 0.168
H -22.3719 34.8903 -7.0445 0.180
H -22.3612 36.2700 -8.0391 0.167
H -23.0243 34.9413 -9.8310 0.469
C -15.2250 29.8695 -11.2223 -0.244
O -13.8812 30.2840 -11.1009 -0.726
H -15.5224 29.8891 -12.2708 0.176
H -15.2909 28.8840 -10.7611 0.162
H -15.9102 30.4547 -10.6090 0.164
H -13.4176 29.6537 -10.5447 0.468
C -24.9885 40.2730 -19.7795 -0.274
O -23.8264 40.2005 -18.9338 -0.708
H -24.7500 40.7097 -20.7492 0.158
H -25.4897 39.3392 -20.0344 0.173
H -25.5988 41.1201 -19.4662 0.188
H -23.3567 39.4656 -19.3349 0.463
C -19.1677 34.4583 -16.8418 -0.255
O -19.2207 33.6718 -18.0598 -0.730
H -18.9091 35.4558 -17.1973 0.179
H -20.1192 34.5024 -16.3120 0.171
H -18.3681 34.1405 -16.1726 0.169
H -18.8545 32.8081 -17.8563 0.467
```

***

[3]
A cluster of 9 separate species, C23H66ClN3O12PS8 in total, computed with wB97M-V/def2-TZVPD.

Computed properties:
Total charge: +1
E_LUMO in eV: -2.08
Highest occupied orbital energy in eV: -10.093
Orbital gap in eV: 8.0

Structure (XYZ):
```
114
Properties=species:S:1:pos:R:3:mulliken_charge:R:1
N -0.7625 -1.7863 2.2994 -0.512
C -0.6073 -0.9887 1.0866 -1.266
C -1.9331 -0.4379 0.5904 0.043
O -1.7788 0.4534 -0.4818 -0.154
C -2.8917 -1.5931 0.2899 -1.080
C -3.9901 -1.2255 -0.6753 0.559
N -4.5552 -2.4796 -1.2865 0.635
C -5.7924 -3.0008 -0.6319 -0.084
O -6.9609 -2.6912 -1.3256 -0.551
C -5.9473 -2.5590 0.8173 -0.308
O -7.2125 -3.0312 1.2009 -0.545
N -5.8822 -1.1182 0.9514 -0.219
C -5.1658 -0.4460 -0.1114 -1.286
P -4.6796 1.2687 0.4679 0.563
O -5.9747 1.6817 1.3443 -0.474
Cl -4.7330 2.3363 -1.3123 -0.328
H -1.5577 -1.4056 2.8047 0.177
H -1.0076 -2.7449 2.0834 0.305
H -0.1141 -1.5972 0.3355 0.449
H 0.0058 -0.1251 1.3127 0.365
H -2.3395 0.1127 1.4271 0.367
H -1.7594 -0.0021 -1.3344 0.181
H -2.3195 -2.3938 -0.1652 0.602
H -3.2684 -1.9792 1.2205 0.237
H -3.5910 -0.6487 -1.4910 0.450
H -4.7376 -2.2593 -2.2663 0.533
H -3.8296 -3.2442 -1.3094 -0.383
H -5.7027 -4.0773 -0.6123 0.316
H -6.7947 -2.4507 -2.2433 0.419
H -5.2298 -3.0626 1.4561 0.483
H -7.1826 -3.2587 2.1364 0.408
H -5.5669 -0.8258 1.8678 0.366
H -5.8691 -0.2986 -0.9325 0.588
H -6.8008 1.6627 0.8320 0.341
C 1.8240 3.9306 -2.3199 -1.066
S 0.5943 2.6318 -2.1781 0.823
O 0.8796 1.6319 -3.2492 -0.743
C -0.7975 3.6178 -2.7411 -0.985
H 2.7888 3.5078 -2.0470 0.055
H 1.8564 4.2969 -3.3465 0.487
H 1.5727 4.7389 -1.6336 0.405
H -0.5940 4.0048 -3.7402 0.391
H -0.9668 4.4368 -2.0430 0.417
H -1.6758 2.9749 -2.7653 0.170
C -2.4669 -4.5127 -3.6072 -0.672
S -2.1772 -5.5546 -2.1855 0.333
O -2.8287 -4.8117 -1.0443 -0.599
C -0.4176 -5.2809 -2.0621 -0.616
H -3.5364 -4.5032 -3.8201 0.373
H -2.1277 -3.5002 -3.3740 -0.073
H -1.9323 -4.8971 -4.4737 0.492
H -0.2176 -4.2124 -1.9680 0.238
H 0.0667 -5.6806 -2.9528 0.407
H -0.0492 -5.8027 -1.1761 0.167
C -1.3056 2.9766 4.7567 -0.759
S -2.3092 1.5358 5.1046 0.317
O -2.0268 0.5507 4.0213 -0.512
C -3.8850 2.3127 4.7244 -0.846
H -0.2570 2.7078 4.8868 0.214
H -1.4769 3.3021 3.7298 0.209
H -1.5634 3.7726 5.4547 0.405
H -3.8736 2.6851 3.6996 0.159
H -4.0628 3.1283 5.4244 0.417
H -4.6676 1.5644 4.8326 0.324
C 1.5001 -5.1031 2.8113 -0.816
S 1.4171 -6.6285 1.8698 0.424
O 0.5539 -6.3648 0.6799 -0.597
C 0.4151 -7.5338 3.0510 -0.976
H 2.0556 -4.3742 2.2259 0.315
H 0.4948 -4.7307 3.0009 0.154
H 2.0197 -5.2880 3.7508 0.413
H -0.5213 -7.0030 3.2212 0.303
H 0.9674 -7.6418 3.9837 0.392
H 0.2094 -8.5169 2.6337 0.321
C 1.7213 3.6636 2.0556 -0.569
S 2.5422 2.6343 3.2774 0.564
O 2.1653 3.1612 4.6196 -0.669
C 4.2028 3.2087 2.9215 -0.837
H 0.6490 3.4917 2.1345 0.188
H 1.9389 4.7136 2.2525 0.419
H 2.0646 3.3890 1.0572 0.063
H 4.2580 4.2882 3.0620 0.296
H 4.4635 2.9482 1.8951 0.153
H 4.8866 2.7169 3.6105 0.402
C 5.1045 6.0869 -1.0237 -1.057
S 5.0187 4.3457 -1.4528 0.497
O 4.0424 3.7110 -0.5188 -0.615
C 6.6580 3.9233 -0.8634 -1.045
H 4.1490 6.5431 -1.2735 0.339
H 5.2953 6.1923 0.0441 0.316
H 5.8974 6.5619 -1.6004 0.437
H 6.7515 4.1705 0.1931 0.411
H 7.4043 4.4654 -1.4428 0.461
H 6.8002 2.8536 -1.0004 0.237
C -3.3901 -0.6207 -6.2952 -1.121
S -2.1310 -1.0152 -5.0801 0.332
O -2.7713 -0.9716 -3.7190 -0.548
C -1.1778 0.4860 -5.2809 -0.852
H -4.1206 -1.4274 -6.3061 0.349
H -3.8804 0.3153 -6.0274 0.324
H -2.9234 -0.5395 -7.2752 0.440
H -1.8091 1.3511 -5.0783 0.287
H -0.7919 0.5235 -6.2986 0.484
H -0.3481 0.4706 -4.5750 0.216
C 9.6993 1.1878 -0.4361 -0.881
S 9.1152 1.8080 1.1475 0.543
O 9.1703 3.2925 1.0859 -0.598
C 10.5373 1.2586 2.0958 -0.973
H 8.9706 1.4617 -1.1959 0.269
H 10.6632 1.6375 -0.6731 0.302
H 9.7864 0.1026 -0.3898 0.370
H 11.4440 1.7050 1.6885 0.310
H 10.5981 0.1712 2.0603 0.370
H 10.3992 1.5825 3.1247 0.327
```

***

[4]
An isolated molecule of C3H6N2, computed with wB97M-V/def2-TZVPD.

Computed properties:
Total charge: 0
E_LUMO in eV: 1.10
ΔE to the lowest compared entry with this formula, charge and spin in eV: 1.036
Highest occupied orbital energy in eV: -8.620
SMILES: [H]/N=C\NC=C
Orbital gap in eV: 9.7

Structure (XYZ):
```
11
Properties=species:S:1:pos:R:3:nbo_charge:R:1
C -2.0450 -0.1907 -0.0202 -0.485
C -0.8825 0.4296 -0.0414 0.001
C 1.5605 0.4061 0.0213 0.296
H -2.9643 0.3749 -0.0252 0.209
H -2.1989 -1.2876 0.0876 0.195
H -0.8567 1.4794 -0.0411 0.201
H 0.2951 -1.2421 -0.0135 0.393
H 1.4413 1.5189 0.1074 0.161
H 2.6144 -1.1320 -0.1212 0.321
N 0.3332 -0.2345 0.0767 -0.616
N 2.7029 -0.1222 -0.0303 -0.675
```

***

What did we get for electronic energy? Answer: -10942.72913 -28338.32635 -162444.67350 -6187.50937 eV, in the order shown.